Molecular formula: C3H9N4
Method: DFT, the ωB97M-V functional and the def2-TZVPD basis

Structure (XYZ):
```
16
Properties=species:S:1:pos:R:3:forces:R:3
N 1.803 -0.917 -0.175 1.1 -6.3 -4.8
C 1.918 0.332 0.095 -1.0 6.3 1.3
C 0.869 1.167 0.348 0.7 -2.6 -0.4
N -0.434 0.577 0.257 2.0 0.0 -0.4
N -1.453 1.220 -0.415 -1.5 0.6 0.6
C -0.630 -0.699 0.413 -1.3 -1.6 2.2
N -1.849 -1.186 0.096 1.1 -0.5 1.1
H 1.085 -1.080 -0.941 0.5 0.0 1.5
H 2.629 -1.365 -0.665 -0.7 0.9 1.3
H 2.854 0.835 0.097 0.9 -0.1 0.3
H 0.964 2.158 0.673 -0.1 1.1 0.2
H -1.339 2.250 -0.469 0.1 -1.1 0.4
H -2.215 0.922 0.228 -0.5 1.3 -1.0
H 0.047 -1.360 0.950 0.0 0.8 0.0
H -2.178 -2.140 0.222 0.7 0.3 0.0
H -2.070 -0.715 -0.717 -2.0 0.7 -2.3
```
Positions in Å, forces in eV/Å.

SMILES: N/C=C\N(N)C=[NH2+]
Charge: +1
Electronic energy, hartree: -338.40376
E_HOMO, eV: -12.700
2S+1: 1
Orbital gap, eV: 9.289
LUMO, eV: -3.41



Molecular formula: C3H9N4OS
Method: DFT, the ωB97M-V functional and the def2-TZVPD basis

Structure (XYZ):
```
18
Properties=species:S:1:pos:R:3:forces:R:3
C 1.345 -0.737 -1.645 -1.1 -1.9 -2.4
S 0.390 0.679 -1.325 -0.9 2.0 0.8
N -0.544 0.085 0.047 -0.5 0.2 0.3
C -0.816 0.788 1.183 2.9 1.7 -1.9
N -1.067 0.159 2.289 -0.4 -1.6 1.4
N -0.630 2.145 1.079 -0.2 -0.6 -1.1
C -1.286 -1.145 -0.018 1.6 -1.5 -0.9
N -1.811 -1.376 -1.197 -0.5 0.8 -1.9
O -1.232 -1.975 0.847 -0.5 -0.1 1.7
H 0.733 -1.225 -2.464 1.3 0.0 0.7
H 1.209 -1.334 -0.789 0.3 -1.0 1.1
H 2.390 -0.741 -1.964 -0.2 0.9 0.3
H -1.031 -0.893 2.546 0.0 2.3 -1.5
H -1.264 0.787 3.009 -0.6 0.7 1.7
H -0.441 2.834 1.782 -0.2 -0.5 1.0
H -0.403 2.564 0.158 -0.4 -1.0 0.8
H -1.425 -0.877 -1.977 -0.5 0.4 -0.3
H -2.298 -2.214 -1.411 -0.2 -0.7 0.2
```
Positions in Å, forces in eV/Å.

SMILES: CSN(C(N)=[NH2+])C(N)=O
Charge: +1
Electronic energy, hartree: -811.92724
E_HOMO, eV: -13.425
2S+1: 1
Orbital gap, eV: 10.278
LUMO, eV: -3.15